Computed, not measured: a molecular structure, C14H34F2IN2Nb at a distorted geometry, with ωB97M-V/def2-TZVPD.

## Properties
- electronic energy (eV) = -33134.27598
- molecular weight (g/mol) = 488.25

```
! RIJCOSX wB97M-V def2-TZVPD def2/J DEFGRID3
* xyz 0 1
C 2.697 -2.488 0.863
C 1.917 -3.795 0.934
N 1.571 -4.306 -0.392
Nb -0.238 -5.069 -0.893
F 0.308 -4.820 -2.692
F -2.016 -5.540 -1.281
C -1.102 -2.945 -0.320
I -1.491 -2.026 -2.285
C -2.392 -2.779 0.489
C -2.218 -3.295 1.920
H 3.080 -2.183 1.844
H 2.056 -1.688 0.479
H 3.546 -2.582 0.175
H 2.528 -4.546 1.452
H 1.018 -3.645 1.549
H 1.768 -3.574 -1.079
H -0.386 -5.586 0.832
H 0.384 -6.771 -0.882
H -0.337 -2.282 0.108
H -3.209 -3.308 -0.012
H -2.693 -1.719 0.547
H -3.181 -3.298 2.444
H -1.541 -2.649 2.494
H -1.818 -4.311 1.930
C -1.280 5.778 -0.311
C 0.147 5.270 -0.129
C 0.610 4.231 -1.147
N 0.392 2.770 -0.802
C -0.963 2.533 -0.177
C -1.138 1.093 0.257
C -0.049 0.651 1.226
C 1.326 0.900 0.616
C 1.483 2.334 0.151
C 0.495 1.996 -2.083
H -2.036 5.036 -0.061
H -1.453 6.645 0.325
H -1.447 6.090 -1.344
H 0.308 4.912 0.891
H 0.828 6.115 -0.246
H 1.685 4.316 -1.303
H 0.123 4.398 -2.108
H -1.046 3.208 0.673
H -1.694 2.823 -0.933
H -2.121 0.999 0.721
H -1.145 0.440 -0.617
H -0.165 -0.410 1.453
H -0.147 1.194 2.172
H 1.495 0.214 -0.216
H 2.120 0.697 1.336
H 2.424 2.487 -0.377
H 1.440 3.025 0.995
H 1.463 2.208 -2.533
H -0.305 2.321 -2.745
H 0.396 0.930 -1.905
*
```

=====

Computed, not measured: a molecular structure, C14H34FO6PSi2 at a distorted geometry, with ωB97M-V/def2-TZVPD.

## Properties
- relative energy (zero: lowest compared OMol25 entry of this formula, charge and spin) (eV) = 1.157
- molecular weight (g/mol) = 404.56

```
! RIJCOSX wB97M-V def2-TZVPD def2/J DEFGRID3
* xyz 0 1
C 2.062 -0.524 -0.160
C 2.474 0.895 -0.705
O 1.869 1.902 0.145
P 0.285 2.240 -0.319
O -0.236 1.263 -1.348
C -0.720 2.355 1.237
C -0.793 1.012 2.064
Si -1.874 -0.337 1.260
O -3.216 0.401 0.416
Si -3.894 -0.658 -0.740
F -3.221 -2.194 -0.483
O 0.375 3.754 -1.076
C -0.857 4.492 -0.945
C -2.118 3.778 -1.544
H 1.088 -0.875 -0.586
H 1.929 -0.408 0.947
H 2.882 -1.250 -0.399
H 2.282 1.029 -1.792
H 3.583 0.985 -0.572
H -0.212 3.110 1.903
H -1.749 2.766 1.077
H 0.250 0.598 2.156
H -1.108 1.250 3.116
H -1.048 -0.950 0.198
H -2.359 -1.358 2.191
H -3.635 -0.243 -2.127
H -5.347 -0.802 -0.590
H -0.715 5.428 -1.549
H -0.988 4.832 0.111
H -2.507 2.929 -0.937
H -2.940 4.541 -1.609
H -1.948 3.387 -2.579
C -5.129 -5.533 0.932
C -6.148 -5.905 1.994
C -5.525 -5.317 3.247
O -4.778 -4.167 2.835
C -4.670 -4.166 1.404
H -5.534 -5.519 -0.080
H -4.293 -6.238 0.957
H -7.101 -5.411 1.783
H -6.331 -6.977 2.072
H -4.828 -6.023 3.713
H -6.270 -5.023 3.989
H -5.321 -3.373 1.019
H -3.645 -3.944 1.113
C 7.961 1.706 -2.246
C 7.639 2.368 -0.920
C 6.141 2.584 -1.032
O 5.631 1.525 -1.854
C 6.732 0.845 -2.473
H 8.887 1.131 -2.237
H 8.036 2.464 -3.031
H 7.858 1.679 -0.098
H 8.190 3.292 -0.744
H 5.911 3.534 -1.525
H 5.640 2.567 -0.061
H 6.838 -0.133 -1.990
H 6.516 0.689 -3.531
*
```

=====

Computed, not measured: a molecular structure, C14H35BaF3N2O19P3 at a distorted geometry, with ωB97M-V/def2-TZVPD.

## Properties
- relative energy (zero: lowest compared OMol25 entry of this formula, charge and spin) (eV) = 0.000
- molecular weight (g/mol) = 822.67

```
! RIJCOSX wB97M-V def2-TZVPD def2/J DEFGRID3
* xyz 1 1
Ba -1.115 -2.116 -1.721
N -0.018 -1.871 1.429
O -1.226 -1.726 1.075
O 0.407 -1.520 2.508
O 0.709 -2.499 0.608
C 2.181 -4.258 3.811
N 1.709 -5.555 4.329
O 0.528 -5.818 4.208
O 2.543 -6.266 4.851
H 3.075 -3.920 4.313
H 1.422 -3.477 3.867
H 2.275 -4.366 2.728
C -0.361 1.759 1.677
O -1.499 1.940 0.788
P -1.338 1.854 -0.756
O -1.013 0.503 -1.231
O -2.711 2.320 -1.330
C -3.346 3.517 -0.850
O -0.304 2.982 -1.077
C -0.021 3.468 -2.404
H 0.312 0.993 1.300
H -0.756 1.504 2.653
H 0.164 2.711 1.732
H -2.616 4.170 -0.371
H -4.147 3.284 -0.155
H -3.757 4.028 -1.717
H -0.944 3.578 -2.971
H 0.678 2.796 -2.899
H 0.445 4.440 -2.275
C -5.078 0.869 -2.924
O -5.200 0.760 -1.503
P -4.894 -0.587 -0.754
O -3.609 -1.223 -1.045
O -5.144 -0.209 0.711
C -4.058 0.089 1.599
O -6.080 -1.536 -1.135
C -7.444 -1.116 -1.011
H -4.465 1.733 -3.167
H -6.071 0.919 -3.361
H -4.556 0.009 -3.357
H -3.155 -0.474 1.354
H -4.336 -0.151 2.620
H -3.814 1.152 1.546
H -7.912 -1.670 -0.200
H -7.981 -1.360 -1.927
H -7.546 -0.047 -0.831
C 2.285 -0.906 -5.135
O 3.155 -1.601 -4.244
P 2.800 -1.543 -2.724
O 1.451 -2.055 -2.375
O 3.107 -0.062 -2.298
C 2.406 0.586 -1.204
O 3.970 -2.383 -2.136
C 3.910 -2.802 -0.757
H 2.018 -1.557 -5.968
H 2.811 -0.060 -5.580
H 1.351 -0.542 -4.702
H 1.339 0.438 -1.310
H 2.627 1.647 -1.318
H 2.817 0.286 -0.241
H 4.788 -2.377 -0.270
H 3.976 -3.883 -0.655
H 2.999 -2.460 -0.264
C 3.968 -0.679 2.786
C 3.076 0.472 3.133
O 3.102 1.548 2.162
C 4.015 2.491 2.245
O 4.879 2.597 3.066
C 3.830 3.578 1.165
F 4.783 3.412 0.227
F 2.637 3.478 0.542
F 3.938 4.794 1.676
H 4.946 -0.417 2.375
H 3.514 -1.454 2.165
H 4.291 -1.260 3.659
H 3.259 0.889 4.123
H 2.020 0.211 3.121
*
```

=====

Computed, not measured: a molecular structure, C14H35Cl2LaN2PS at a distorted geometry, with ωB97M-V/def2-TZVPD.

## Properties
- relative energy (zero: lowest compared OMol25 entry of this formula, charge and spin) (eV) = 0.000
- molecular weight (g/mol) = 504.30

```
! RIJCOSX wB97M-V def2-TZVPD def2/J DEFGRID3
* xyz -1 1
La -1.285 -0.835 0.546
Cl -1.762 1.657 -0.299
Cl 0.695 -1.459 2.030
H -2.433 -0.768 -1.653
H -2.002 -1.420 -1.815
P 1.486 2.089 -1.298
C 1.089 3.907 -0.781
C 3.386 2.283 -1.323
C 1.169 2.327 -3.182
C 0.744 3.963 0.710
H 0.187 4.101 -1.389
C 2.115 5.005 -1.078
H 3.008 4.903 -0.447
H 1.638 5.962 -0.816
H 2.437 5.065 -2.123
H -0.033 3.232 0.958
H 0.369 4.970 0.951
H 1.641 3.786 1.320
H 0.145 2.745 -3.169
C 1.150 0.961 -3.889
C 2.051 3.326 -3.952
H 1.800 4.372 -3.730
H 1.871 3.168 -5.026
H 3.127 3.181 -3.780
H 0.433 0.280 -3.407
H 2.152 0.506 -3.877
H 0.857 1.107 -4.942
C 3.905 2.295 0.120
H 3.611 3.258 -1.789
C 4.067 1.184 -2.145
H 3.577 3.182 0.680
H 5.006 2.255 0.113
H 3.566 1.404 0.667
H 3.691 0.189 -1.870
H 5.145 1.179 -1.919
H 3.930 1.318 -3.226
C -1.891 -6.293 1.715
N -2.549 -5.249 2.523
C -2.495 -5.427 3.963
C -2.769 -4.004 2.042
S -2.016 -3.550 0.549
N -3.566 -3.165 2.789
C -4.867 -3.680 3.310
C -3.496 -1.695 2.541
H -1.876 -7.182 2.368
H -0.876 -5.998 1.427
H -2.477 -6.519 0.812
H -2.159 -4.515 4.467
H -3.464 -5.738 4.371
H -1.780 -6.228 4.139
H -4.863 -3.799 4.407
H -5.683 -2.984 3.083
H -5.145 -4.649 2.871
H -2.582 -1.240 2.990
H -3.580 -1.486 1.449
H -4.396 -1.275 3.015
*
```

=====

Computed, not measured: a molecular structure, C14H35N3RhS2 at a distorted geometry, with ωB97M-V/def2-TZVPD.

## Properties
- <S²> = 6.03
- electronic energy (eV) = -44201.27125
- molecular weight (g/mol) = 412.49

```
! RIJCOSX wB97M-V def2-TZVPD def2/J DEFGRID3
* xyz 3 5
Rh 0.249 -0.026 -0.251
S -0.964 2.011 -0.299
S -0.822 -2.229 -0.330
C -2.824 1.951 -0.501
C -0.580 2.316 -2.073
C -0.973 1.131 -2.924
N -0.260 -0.108 -2.453
C -0.988 -1.340 -2.942
C -0.574 -2.537 -2.103
H 0.491 2.564 -2.126
H -1.175 3.193 -2.323
H -0.770 1.351 -3.989
H -2.052 0.915 -2.815
H -0.808 -1.537 -4.021
H -2.071 -1.137 -2.817
H 0.494 -2.774 -2.241
H -1.149 -3.428 -2.358
C -2.681 -2.177 -0.241
H 0.668 -0.118 -2.913
H -3.081 -1.217 -0.622
H -2.928 -2.309 0.830
H -3.056 -3.044 -0.822
H -3.228 2.262 0.485
H -3.152 0.926 -0.769
H -3.090 2.706 -1.273
C 2.846 0.015 -1.711
C 3.966 0.141 -0.843
H 2.396 0.847 -2.275
H 2.480 -0.936 -2.128
H 4.506 1.052 -0.544
H 4.658 -0.649 -0.495
C -0.673 -1.380 2.818
N -0.675 -0.059 2.148
C -2.066 0.438 2.281
C 0.212 0.881 2.919
C 1.617 0.413 2.775
N 1.823 0.224 1.305
C 2.209 1.504 0.772
C 2.481 -1.063 1.111
H -1.473 -2.003 2.403
H -0.860 -1.216 3.899
H 0.270 -1.917 2.704
H -2.115 1.468 1.892
H -2.690 -0.231 1.657
H -2.365 0.422 3.361
H 0.109 1.888 2.481
H -0.038 0.813 3.991
H 2.304 1.192 3.107
H 1.878 -0.532 3.271
H 3.128 1.941 1.190
H 2.242 1.436 -0.323
H 1.377 2.218 0.956
H 3.425 -1.167 1.658
H 1.770 -1.831 1.472
H 2.582 -1.255 0.039
*
```

=====

Computed, not measured: a molecular structure, C14H36BaClN2O9 at a distorted geometry, with ωB97M-V/def2-TZVPD.

## Properties
- relative energy (zero: lowest compared OMol25 entry of this formula, charge and spin) (eV) = 8.209
- molecular weight (g/mol) = 549.23

```
! RIJCOSX wB97M-V def2-TZVPD def2/J DEFGRID3
* xyz 1 1
Ba -9.235 -26.428 4.673
Cl -10.899 -28.522 2.701
O -10.659 -29.886 2.933
O -12.092 -28.084 3.328
O -9.773 -27.835 3.269
O -10.866 -28.275 1.269
C -8.666 -30.181 4.766
C -8.516 -29.455 6.077
O -9.139 -28.218 5.844
H -8.360 -29.644 3.867
H -9.733 -30.333 4.606
H -8.084 -31.100 4.700
H -7.482 -29.350 6.406
H -9.060 -30.022 6.832
H -8.963 -27.725 6.649
C -12.004 -28.341 5.883
O -11.490 -27.064 5.525
C -12.323 -26.005 6.126
C -11.618 -24.622 6.011
N -10.141 -24.842 6.151
C -9.382 -23.608 5.840
C -7.899 -23.840 5.829
O -7.395 -24.731 4.838
C -5.990 -24.760 4.708
H -11.869 -28.635 6.924
H -11.461 -29.100 5.319
H -13.068 -28.460 5.677
H -12.596 -26.207 7.162
H -13.240 -25.987 5.537
H -12.015 -24.016 6.825
H -11.853 -24.072 5.100
H -9.904 -25.222 7.056
H -9.498 -22.889 6.651
H -9.730 -23.054 4.969
H -7.554 -24.204 6.797
H -7.456 -22.856 5.672
H -5.663 -23.725 4.613
H -5.494 -25.296 3.898
H -5.575 -25.242 5.593
C -6.051 -28.227 4.906
O -7.052 -27.504 4.205
C -6.800 -27.518 2.836
C -7.828 -26.751 1.984
N -8.374 -25.615 2.704
C -9.472 -24.990 1.860
C -10.275 -24.009 2.806
O -10.990 -24.905 3.673
C -12.260 -25.377 3.140
H -6.434 -28.208 5.926
H -5.095 -27.713 4.809
H -6.017 -29.289 4.660
H -6.694 -28.513 2.403
H -5.804 -27.102 2.679
H -8.584 -27.510 1.781
H -7.487 -26.446 0.995
H -7.616 -24.965 2.549
H -10.156 -25.772 1.530
H -9.078 -24.403 1.030
H -10.922 -23.403 2.172
H -9.536 -23.399 3.325
H -12.728 -25.827 4.016
H -12.173 -26.055 2.291
H -12.807 -24.479 2.855
*
```

=====

Computed, not measured: a molecular structure, C14H36GaN4O3P2S3 at a distorted geometry, with ωB97M-V/def2-TZVPD.

## Properties
- electronic energy (eV) = -130645.01607
- molecular weight (g/mol) = 536.34

```
! RIJCOSX wB97M-V def2-TZVPD def2/J DEFGRID3
* xyz 3 1
Ga 0.597 1.033 -0.545
C 3.725 2.219 -1.468
C 3.342 3.227 -0.378
S 1.741 2.995 0.476
C 0.596 4.165 -0.321
C 0.436 4.012 -1.818
S -0.389 2.461 -2.312
C 0.554 2.000 -3.809
C 1.967 1.448 -3.630
S 3.255 2.664 -3.174
H 3.348 1.218 -1.243
H 4.813 2.173 -1.497
H 3.371 4.255 -0.742
H 4.066 3.151 0.436
H 0.985 5.161 -0.103
H -0.352 4.052 0.210
H 1.389 4.061 -2.340
H -0.202 4.818 -2.187
H 0.562 2.892 -4.438
H -0.068 1.253 -4.306
H 2.281 1.084 -4.609
H 1.993 0.607 -2.930
C -3.634 0.473 1.437
N -2.638 -0.524 1.855
C -3.125 -1.492 2.858
P -1.053 -0.233 1.823
O -0.727 0.864 0.784
O -0.334 -1.595 1.309
P 0.051 -1.928 -0.205
O 0.956 -0.795 -0.737
N 0.888 -3.299 -0.095
C 1.576 -3.781 -1.306
C 0.668 -4.318 0.943
N -1.370 -1.855 -1.028
C -1.424 -1.491 -2.449
C -2.331 -2.918 -0.666
N -0.347 -0.032 3.271
C 1.116 -0.092 3.381
C -0.970 0.971 4.156
H -4.456 -0.042 0.941
H -3.188 1.179 0.741
H -4.040 1.015 2.292
H -3.944 -2.065 2.425
H -3.499 -0.988 3.751
H -2.327 -2.175 3.147
H 1.696 -2.967 -2.021
H 1.026 -4.598 -1.775
H 2.565 -4.145 -1.029
H 0.148 -3.886 1.794
H 1.632 -4.696 1.280
H 0.090 -5.156 0.549
H -0.669 -0.736 -2.672
H -2.410 -1.079 -2.660
H -1.263 -2.352 -3.102
H -2.197 -3.205 0.377
H -2.212 -3.800 -1.299
H -3.343 -2.537 -0.792
H 1.503 -0.957 2.846
H 1.374 -0.199 4.433
H 1.590 0.820 3.003
H -2.049 0.992 4.003
H -0.568 1.972 3.976
H -0.774 0.699 5.191
*
```

=====

Computed, not measured: a molecular structure, C14H37BrGaNO3P, with ωB97M-V/def2-TZVPD.

## Properties
- electronic energy (eV) = -154463.18166
- molecular weight (g/mol) = 448.05

```
! RIJCOSX wB97M-V def2-TZVPD def2/J DEFGRID3
* xyz -1 1
N 4.508 -0.273 0.889
P 4.123 0.936 -0.032
O 5.253 1.181 -1.192
O 4.376 2.309 0.851
Ga 1.935 1.110 -0.938
Br 1.934 0.680 -3.314
C 0.659 -0.194 -0.136
C -0.765 0.047 -0.666
O -1.630 0.640 0.316
H 3.768 -0.965 0.911
H 6.132 1.046 -0.813
H 3.993 3.069 0.396
H 1.448 2.627 -0.734
H 0.631 -0.058 0.952
H 0.972 -1.229 -0.313
H -0.763 0.680 -1.564
H -1.256 -0.889 -0.950
H -1.436 1.582 0.337
C -1.106 -1.198 -4.389
C -0.635 -2.366 -3.532
C -0.412 -3.656 -4.318
C -1.652 -4.195 -5.036
C -2.859 -4.434 -4.130
C -2.595 -5.444 -3.018
H -2.080 -1.387 -4.848
H -1.187 -0.292 -3.788
H -0.385 -0.986 -5.182
H -1.354 -2.542 -2.724
H 0.302 -2.082 -3.047
H -0.017 -4.422 -3.644
H 0.371 -3.481 -5.064
H -1.390 -5.136 -5.533
H -1.940 -3.502 -5.831
H -3.695 -4.782 -4.744
H -3.181 -3.487 -3.690
H -2.280 -6.405 -3.432
H -3.490 -5.615 -2.417
H -1.809 -5.099 -2.345
C -2.060 2.451 5.678
C -0.568 2.722 5.840
C -0.070 3.907 5.014
C -0.272 3.764 3.504
C 0.346 2.508 2.893
C 1.856 2.411 3.073
H -2.309 2.192 4.648
H -2.384 1.623 6.310
H -2.647 3.332 5.951
H -0.006 1.824 5.568
H -0.346 2.910 6.894
H 0.992 4.061 5.225
H -0.582 4.815 5.353
H 0.159 4.643 3.014
H -1.341 3.786 3.275
H 0.122 2.493 1.824
H -0.135 1.615 3.306
H 2.358 3.274 2.631
H 2.256 1.522 2.584
H 2.142 2.359 4.126
*
```

=====

Question: Number 1 is which compound?
Answer: C14H34F2IN2Nb